No. 1
Density functional theory data (wB97M-V/def2-TZVPD) for C20H21IrN3O4 as an isolated structure.

Positions of all 49 atoms, in Å:
1 H -4.2548 -0.0208 0.3316
2 H -2.2663 -1.6133 3.1509
3 C 1.7627 -5.7191 -1.2122
4 C -3.5752 -0.2653 1.1466
5 C -2.7063 -1.4781 0.6876
6 H 4.1778 -3.3508 -1.3596
7 C -2.2699 1.0479 3.0211
8 Ir -0.4723 -0.9048 -1.1496
9 C 1.0875 2.9378 -1.2382
10 O -0.3771 -0.8784 0.8001
11 C 2.0411 -2.9386 -1.3108
12 N 1.8030 0.6703 -1.3294
13 N -1.4398 -1.2032 2.7320
14 C 2.4450 3.3294 -1.3752
15 N 1.4007 -0.5835 -1.3379
16 H -2.5498 -1.4739 -0.4076
17 H -1.9888 1.2247 0.8615
18 H -3.4964 1.8410 1.4672
19 H 3.3204 -1.2348 -1.4711
20 H -0.1611 0.4521 2.8677
21 H -3.1741 -2.4321 0.9306
22 H -0.2721 6.0566 -0.9805
23 H -3.0957 0.7997 3.6945
24 H 3.9339 -5.7803 -1.2402
25 H -1.7326 4.3770 -0.8469
26 C -1.0894 0.1166 3.3215
27 H -4.1983 -0.5908 1.9814
28 O -0.4622 1.1141 -1.2610
29 C 3.0632 -5.1410 -1.2541
30 O -0.3906 -2.8804 -1.2159
31 C 0.1011 3.9493 -1.0812
32 C 2.8041 4.6467 -1.3643
33 H 1.6733 -6.7977 -1.1829
34 C 0.7185 -3.5542 -1.2374
35 O -1.1774 3.5891 -0.9196
36 C 1.8112 5.6282 -1.2233
37 H 3.8400 4.9343 -1.4670
38 H 2.0891 6.6741 -1.2217
39 C -2.7991 1.0101 1.5684
40 C 2.2973 -1.5834 -1.3801
41 H 3.1924 2.5610 -1.4995
42 C -1.4216 -1.2705 1.4137
43 H -0.3561 -5.3989 -1.1860
44 C 0.6306 -4.9586 -1.2102
45 C 0.7514 1.5490 -1.2679
46 C 3.1954 -3.8028 -1.3143
47 H -1.9702 2.0678 3.2665
48 C 0.4840 5.2878 -1.0854
49 H -0.9263 -0.0097 4.3881

Properties
lowest unoccupied orbital energy (alpha / beta)	-7.82 / -9.21	eV
total charge	+2
calculated total energy	-1343.64410	Ha
max |F|	0.009	hartree/bohr
gap between HOMO and LUMO (alpha / beta)	6.554 / 5.199	eV
2S+1	2
HOMO energy (alpha / beta)	-14.375 / -14.409	eV



No. 2
Density functional theory data (wB97M-V/def2-TZVPD) for a 2-piece molecular cluster, H5N2OP overall at a distorted geometry.

Positions of all 9 atoms, in Å:
1 P -0.5647 0.0699 0.2753
2 H -0.6597 0.1018 1.6748
3 O -1.7972 0.4998 -0.3712
4 H -0.4118 -1.5204 -1.8032
5 H 0.8311 -1.7185 0.1250
6 N 0.7447 1.0501 -0.1375
7 H 0.4470 2.0029 -0.3068
8 H 1.5680 1.0194 0.4505
9 N -0.1575 -1.5050 0.0932

Properties
energy above the lowest of the compared OMol25 structures with the same formula, charge and spin	91.2	kcal/mol
lowest unoccupied orbital energy (alpha / beta)	-1.78 / -1.34	eV
total charge	0
calculated total energy	-529.01507	Ha
max |F|	0.072	hartree/bohr
gap between HOMO and LUMO (alpha / beta)	8.753 / 9.208	eV
HOMO energy (alpha / beta)	-10.531 / -10.550	eV



No. 3
Density functional theory data (wB97M-V/def2-TZVPD) for C36H49HgN4P as an isolated structure.

Positions of all 91 atoms, in Å:
1 H -2.8175 0.9712 1.8135
2 C -2.2948 2.0142 -1.6015
3 H -3.4396 4.6800 -3.4875
4 H 4.8408 -2.0530 0.4832
5 H 2.5580 -1.9727 -2.5057
6 H -5.5433 1.0978 -4.1119
7 H -1.0596 -2.0472 -2.8105
8 H 5.1980 1.1244 -0.9234
9 C 4.1690 0.0591 2.2170
10 H 2.6560 -2.2320 1.8124
11 H 4.2907 2.7046 1.7459
12 C 3.4075 0.5318 -2.6630
13 C -3.3738 -3.7318 3.2292
14 C 4.3134 -2.2164 -0.4565
15 C -1.4975 3.0124 0.4359
16 N -1.7853 -0.2558 -2.1048
17 C 2.1106 -2.3679 -1.5943
18 C -1.5861 -2.8855 4.7133
19 H -2.3367 3.9656 2.1631
20 H 4.4076 -3.2780 -0.7094
21 H -3.6296 1.9732 3.0085
22 C -0.3834 0.7677 2.9172
23 C -4.6672 1.5148 -3.6227
24 C 5.3499 0.7824 0.1010
25 C 3.3675 1.2363 -3.8625
26 H 0.9238 3.4467 -3.1161
27 H -5.2204 3.4119 -4.3792
28 C -3.8515 0.5788 -3.0092
29 H -1.9954 1.0371 4.2969
30 H -1.1616 -3.0005 5.7069
31 H 4.7978 0.6637 2.8804
32 H -4.1954 -0.4420 -3.1179
33 C 1.6249 2.6303 -2.9933
34 H 3.4868 2.7426 0.1678
35 C 4.0238 0.7412 0.8583
36 H -3.5210 3.2638 1.0616
37 C -2.8389 -2.4742 -1.6695
38 H 5.8436 -0.1881 0.0774
39 H 4.1324 -0.2627 -2.5503
40 C -2.6483 -3.7274 4.4209
41 H 2.5965 2.2063 1.6011
42 H 0.9776 2.1820 -1.0095
43 H -0.5066 2.9073 0.8903
44 C -2.7010 1.8537 2.4435
45 H 0.2440 1.3949 2.2792
46 H 0.2447 0.4640 3.7654
47 N -1.7240 1.8870 -0.4414
48 H -3.5899 -1.8602 -1.1637
49 C -2.5560 3.0859 1.5462
50 C -3.0713 -3.1352 2.0282
51 Hg -0.4193 -0.2201 -0.1871
52 C 2.4736 2.2753 -4.0411
53 C -4.4989 2.8827 -3.7668
54 H -2.5785 -4.0390 -0.2000
55 H 2.1637 -3.4624 -1.6361
56 H 2.4653 -3.6778 0.8065
57 H -3.3656 -3.2317 -2.2588
58 C -2.0322 -1.5762 -2.6333
59 C -1.2488 -1.4656 2.6163
60 H 1.0591 -2.0776 -1.5801
61 H -2.9823 -4.4002 5.2031
62 H -2.5390 -1.5288 -3.6051
63 C -2.6281 0.7217 -2.2963
64 H -0.3240 -1.2431 4.4971
65 H -1.1349 -3.6614 -1.1360
66 H 1.1557 -2.4831 0.9071
67 C -1.5723 1.5915 3.4546
68 H 6.0333 1.4908 0.5884
69 H 4.8095 -1.6472 -1.2418
70 H -1.1883 2.5390 3.8495
71 C -1.0503 -1.8494 3.9668
72 C 1.6548 1.9155 -1.8123
73 H 4.0433 0.9642 -4.6657
74 H 3.1857 -0.0478 2.6850
75 C 2.8291 -1.8680 -0.3349
76 H -1.8982 4.0742 -1.9206
77 C 2.5294 0.8380 -1.6220
78 C -1.9923 -3.2125 -0.6186
79 H -1.5123 3.9788 -0.0791
80 H -3.7893 -3.3011 1.2329
81 C -1.9098 -2.3919 1.6292
82 H 4.6212 -0.9313 2.1386
83 H -4.2887 -4.3179 3.2410
84 C -3.4731 3.6348 -3.1927
85 C -2.5383 3.2656 -2.2548
86 N -1.4583 -2.3548 0.4149
87 N -0.8246 -0.3388 2.1092
88 H 2.4271 2.8098 -4.9817
89 P 2.4171 -0.0344 -0.0142
90 C 2.2406 -2.6083 0.8751
91 C 3.5698 2.1861 1.1036

Properties
lowest unoccupied orbital energy (alpha / beta)	2.67 / 2.64	eV
total charge	-1
calculated total energy	-2114.89883	Ha
max |F|	0.017	hartree/bohr
gap between HOMO and LUMO (alpha / beta)	4.418 / 6.311	eV
2S+1	2
HOMO energy (alpha / beta)	-1.752 / -3.674	eV



No. 4
Density functional theory data (wB97M-V/def2-TZVPD) for C19H25CoF6N5SSb as an isolated structure.

Positions of all 58 atoms, in Å:
1 F 0.9965 -1.7764 -1.0564
2 H -4.3125 3.7526 1.5833
3 H -4.2367 -0.1818 0.0157
4 H 4.0343 3.0226 -1.7836
5 H -0.6355 4.5275 0.4433
6 H 6.9241 0.1880 0.9410
7 C 3.4037 3.2440 -0.9180
8 N -3.8139 -1.6767 -1.4572
9 N -1.2377 3.7795 0.1210
10 C -1.6699 -1.2767 -0.2290
11 C -1.2684 0.0026 0.1766
12 F -0.0829 -4.1006 -1.5993
13 H -4.0949 -2.7571 0.3715
14 C 5.1057 1.1237 0.3381
15 H -1.6508 -3.3439 0.2868
16 C 3.7064 0.9837 0.2242
17 H -3.0969 2.4761 1.6928
18 C -0.5878 2.6643 -0.2190
19 H -5.5565 -0.6124 -1.0834
20 C -4.2639 -2.8390 -0.7140
21 H -2.7632 4.0840 2.3626
22 Sb 1.7296 -3.6128 -1.4713
23 N 0.7440 2.7454 -0.1202
24 H -1.9714 -2.4881 -1.9466
25 H 2.5832 3.8772 -1.2406
26 H 5.7817 -1.9323 1.6267
27 F 1.7163 -3.0643 -3.2533
28 C -2.6863 3.9820 0.1974
29 C 5.8510 0.0872 0.8492
30 H 4.0094 3.8126 -0.2088
31 N 1.4734 1.7007 -0.3522
32 F 2.3994 -5.3158 -1.7676
33 H 0.2155 -0.7697 3.1440
34 C -0.6192 0.1859 1.4142
35 H -0.4439 -3.0570 2.4061
36 H -2.1389 -0.7723 -2.2750
37 H -2.8585 5.0416 0.0176
38 F 3.4015 -2.7953 -1.2056
39 H -0.3736 1.1793 1.7714
40 C 2.8865 1.9921 -0.3075
41 N 3.1100 -0.1931 0.6151
42 C -0.3064 -0.9212 2.2081
43 C -4.4783 -0.4669 -1.0239
44 C 5.2225 -1.0943 1.2391
45 H -4.2147 0.3586 -1.6871
46 H 3.3226 -2.1021 1.3460
47 C -1.3846 -2.3492 0.6181
48 F 1.6075 -3.7985 0.4082
49 H -5.3340 -2.9675 -0.8737
50 Co 1.1861 -0.2557 0.1000
51 S -1.5298 1.3591 -0.9535
52 C -0.6970 -2.1933 1.8078
53 H -3.1590 3.4307 -0.6114
54 C 3.8501 -1.1909 1.0943
55 C -2.3730 -1.5550 -1.5482
56 H -3.7562 -3.7308 -1.0828
57 H 5.5791 2.0424 0.0243
58 C -3.2437 3.5473 1.5446

Properties
energy above the lowest of the compared OMol25 structures with the same formula, charge and spin	5.5	kcal/mol
lowest unoccupied orbital energy (alpha / beta)	-2.89 / -5.68	eV
total charge	+1
calculated total energy	-3633.03924	Ha
max |F|	0.008	hartree/bohr
gap between HOMO and LUMO (alpha / beta)	7.443 / 5.485	eV
2S+1	6
HOMO energy (alpha / beta)	-10.332 / -11.162	eV